{
  "formula": "C6H8N2",
  "method": "wB97M-V/def2-TZVPD",
  "symbols": ["C", "C", "C", "C", "C", "C", "N", "N", "H", "H", "H", "H", "H", "H", "H", "H"],
  "xyz": [[1.3163, 0.5980, 3.6230], [0.5497, 0.3210, 2.7140], [-0.5690, -0.0351, 2.1312], [-1.2822, -0.2591, 1.0848], [-1.0021, 0.3595, -0.3169], [0.5577, -1.0661, -1.1693], [1.4394, 0.8914, -0.2756], [0.3841, 0.2410, -0.6277], [2.2301, 0.8859, 4.1011], [1.1830, 1.8636, 0.2022], [-2.2894, -0.7266, 1.1020], [-1.5307, -0.0488, -1.2027], [-1.2321, 1.4733, -0.1184], [1.5787, -1.3096, -1.3908], [0.1232, -1.8752, -0.4702], [0.0280, -1.1020, -2.1850]],
  "forces_ev_per_angstrom": [[1.342, 0.283, 0.139], [0.296, 0.380, 1.484], [-0.580, -0.754, -1.003], [-2.407, -0.337, -1.483], [0.408, 2.919, 1.415], [-0.784, -1.837, -1.208], [1.090, 3.522, 2.072], [-1.442, -1.416, -1.380], [-0.264, -0.029, 0.064], [0.183, -2.613, -1.315], [0.713, 0.114, 0.420], [-0.262, 0.227, 1.095], [0.062, -1.490, -0.868], [0.593, 0.140, 0.256], [0.598, 1.125, -1.052], [0.455, -0.233, 1.363]],
  "total_energy_ev": -9324.4182,
  "homo_lumo_gap_ev": [5.9, 8.7],
  "total_charge": 0,
  "e_homo_ev": [-6.68, -8.17],
  "e_above_lowest_kcal_mol": 168.1
}